Entry 1:
ORCA calculation (the ωB97M-V functional and the def2-TZVPD basis) on a gas-phase ion, C6H12N2O (charge +2).

The geometry in XYZ format:
```
21
Properties=species:S:1:pos:R:3:forces:R:3:mulliken_charge:R:1
C -0.9011 1.8964 -0.1697 1.783 0.895 1.142 -0.2824
C -2.0133 1.0499 -0.4614 -1.868 -1.267 -0.072 -0.0136
C 0.3648 0.0333 0.8221 0.652 0.156 -2.238 0.6559
C 2.6245 0.2735 -0.3008 -0.314 1.377 -2.125 -1.1630
C -2.5511 -1.2951 -0.6031 -1.479 -1.754 -0.127 -0.7395
C 1.4259 -0.6449 0.0299 -0.208 -1.511 -0.931 -0.3810
N 0.1791 1.3727 0.3899 -2.616 0.380 0.224 -0.0735
N -1.8499 -0.1970 -0.2441 4.318 3.029 0.739 -0.1914
O 0.0191 -0.3786 1.9395 0.503 -1.030 1.137 -0.2697
H -0.8379 3.0032 -0.3527 -0.251 -1.183 -0.202 0.4533
H -2.9638 1.4167 -0.8345 0.104 0.540 -0.284 0.5061
H 3.3552 -0.2261 -1.0304 -1.435 0.585 0.912 0.3605
H 3.2600 0.5806 0.5324 -0.465 0.242 0.137 0.3177
H 2.0667 1.1604 -0.8786 2.274 -1.560 0.945 0.3382
H -2.5510 -1.9599 0.3037 -0.001 -0.017 -1.134 0.3002
H -3.5665 -1.0131 -0.8797 -0.212 -0.550 -0.372 0.3449
H -1.9414 -1.7264 -1.4635 -0.916 -0.058 0.991 0.3368
H 1.7079 -1.5420 0.5749 0.011 -0.186 -0.103 0.4524
H 1.0728 -0.9239 -1.0164 -0.128 0.126 1.422 0.2655
H 1.0507 1.8473 0.4177 0.853 1.266 0.046 0.3430
H -0.2600 0.1726 2.6882 -0.605 0.521 -0.107 0.4394
```
Forces are in eV/Å.

Its spin multiplicity is 1. Its energy is -419.78643 Ha. The calculation puts the gap between HOMO and LUMO (spin up / spin down) at 8.15 / 8.15 eV. As for the relative energy (zero: lowest compared OMol25 entry of this formula, charge and spin): 227.3 kJ/mol. Its net charge is +2.



Entry 2:
ORCA calculation (the ωB97M-V functional and the def2-TZVPD basis) on a molecular structure, C17H35As3F8N2O5PtS2.

The geometry in XYZ format:
```
73
Properties=species:S:1:pos:R:3:forces:R:3:mulliken_charge:R:1
Pt 1.7454 -1.5469 1.0733 -0.192 -0.194 0.366 1.2970
C 2.2345 1.0960 3.1308 -0.016 0.067 -0.086 -1.4178
As 0.8644 0.4372 1.9357 -0.013 0.084 -0.082 0.5091
C -0.6419 0.2799 3.1394 0.044 0.015 -0.038 -1.4495
C 0.6129 2.0726 0.8880 -0.128 0.037 0.173 -2.2513
C -0.5241 2.3847 -0.0999 -0.039 0.032 -0.201 2.2361
C -0.3045 3.8598 -0.4978 0.030 -0.007 -0.062 -2.2711
C -0.3504 1.5908 -1.4337 -0.144 -0.043 0.202 -0.1708
As -1.5735 0.2426 -2.0867 0.063 -0.645 0.145 0.9623
C -1.1159 0.0014 -3.9219 0.123 -0.024 -0.058 -1.2426
C -3.4612 0.4423 -1.9167 0.035 0.048 0.030 -1.2281
C -1.9400 2.2364 0.4686 0.189 -0.113 0.032 -1.6046
As -2.3825 3.4095 2.0268 0.048 -0.059 0.039 0.2653
C -4.0370 2.4658 2.4684 -0.015 -0.006 0.031 -1.1168
C -3.2289 4.8601 1.0303 0.006 0.095 0.020 -1.1551
H 1.8548 1.9556 3.6821 -0.004 0.000 0.000 0.5414
H 3.1107 1.3864 2.5527 -0.003 -0.017 0.001 0.4049
H 2.5099 0.3037 3.8215 -0.007 -0.043 0.030 0.4326
H -0.8367 1.2623 3.5659 -0.011 0.032 0.027 0.4695
H -0.3537 -0.4132 3.9282 -0.007 0.005 0.019 0.5861
H -1.5420 -0.0911 2.6575 -0.034 -0.018 -0.075 0.3339
H 1.5648 2.1943 0.3743 0.050 0.059 0.008 0.7339
H 0.5878 2.8436 1.6647 -0.038 -0.061 -0.016 0.6969
H 0.6606 3.9911 -0.9898 0.013 0.022 -0.018 0.5004
H -0.3114 4.5017 0.3844 0.001 -0.052 -0.015 0.5491
H -1.0901 4.2061 -1.1735 0.002 -0.009 -0.001 0.5145
H 0.6367 1.1486 -1.5722 0.032 -0.037 0.059 -1.0164
H -0.4947 2.2853 -2.2740 0.034 -0.038 -0.056 0.6593
H -1.3811 0.9273 -4.4361 -0.025 0.003 0.006 0.4879
H -1.6853 -0.8188 -4.3575 0.023 -0.005 0.031 0.4590
H -0.0402 -0.1554 -4.0282 -0.064 -0.035 0.035 0.4399
H -3.7372 1.4300 -2.2863 -0.012 -0.006 0.000 0.4896
H -3.7485 0.3424 -0.8734 -0.003 -0.001 -0.004 0.3686
H -3.9274 -0.3310 -2.5259 0.013 0.005 -0.008 0.4371
H -2.1157 1.2044 0.7894 -0.022 -0.078 0.046 0.0426
H -2.6727 2.4789 -0.3055 -0.019 0.019 -0.047 1.0414
H -3.8206 1.5035 2.9291 0.015 -0.035 0.009 0.2674
H -4.6607 2.3229 1.5849 0.002 0.001 0.003 0.3505
H -4.5905 3.0644 3.1907 -0.003 -0.005 -0.008 0.4338
H -2.4845 5.5079 0.5716 -0.031 -0.001 0.000 0.3482
H -3.7997 5.4580 1.7403 -0.006 0.003 -0.015 0.4338
H -3.9094 4.4763 0.2695 0.002 0.000 0.000 0.3412
F 4.5890 0.8738 -2.4443 -0.001 -0.006 0.076 -0.2235
C 3.3717 0.4949 -2.1527 0.065 -0.024 -0.001 0.5787
F 2.9069 1.2302 -1.1297 0.000 -0.034 -0.015 -0.2523
F 2.5697 0.7118 -3.2040 -0.048 0.034 -0.025 -0.2280
S 3.3162 -1.3211 -1.7728 0.129 0.199 -0.263 0.7152
O 1.9321 -1.7030 -1.9869 0.032 0.259 -0.095 -0.4014
O 4.3268 -1.8998 -2.5818 -0.104 -0.068 -0.005 -0.5559
N 3.6321 -1.2856 -0.1914 -0.003 -0.313 0.082 -0.7571
S 4.2479 -2.6666 0.4437 -0.059 0.137 -0.094 0.9287
O 5.0741 -3.4586 -0.3839 -0.011 -0.083 0.031 -0.4874
O 3.0739 -3.2922 1.0869 0.203 0.026 -0.198 -0.7395
C 5.3189 -1.9777 1.7945 -0.089 -0.132 -0.059 0.7044
F 5.7857 -3.0066 2.4689 0.029 0.033 0.055 -0.1785
F 4.6042 -1.1920 2.5929 -0.022 0.047 0.033 -0.1872
F 6.2962 -1.2905 1.2438 0.027 0.036 0.006 -0.1958
C 0.0071 -4.6729 -2.0103 -0.022 0.010 0.031 -0.8474
N -0.9184 -3.6315 -1.5272 -0.018 -0.063 0.005 0.3019
C -1.9926 -4.0847 -0.6331 0.024 0.064 -0.027 -0.8091
C -0.7362 -2.4165 -1.8780 0.073 0.157 0.129 -0.1827
O -1.4432 -1.4398 -1.3366 -0.150 0.638 -0.268 -0.4803
H -0.5648 -5.4316 -2.5394 0.023 -0.003 -0.018 0.3532
H 0.4952 -5.1124 -1.1417 -0.012 0.001 0.006 0.3232
H 0.7576 -4.2257 -2.6559 -0.002 -0.016 -0.027 0.3180
H -2.5212 -4.8863 -1.1455 -0.021 0.007 0.033 0.3481
H -2.6692 -3.2662 -0.4140 -0.009 0.002 -0.011 0.2311
H -1.5494 -4.4596 0.2836 0.036 -0.046 0.047 0.3207
H 0.0335 -2.1873 -2.6030 0.074 -0.019 0.037 0.8344
F 0.5709 -2.7389 3.3369 -0.017 0.114 -0.225 -0.2627
C 0.3037 -2.5314 2.0157 0.016 -0.226 0.244 0.0696
F 0.2805 -3.7929 1.4319 0.024 0.206 -0.005 -0.2795
H -0.7189 -2.1569 1.9444 -0.053 0.063 0.000 0.3321
```
Forces are in eV/Å.

Its spin multiplicity is 1. Its energy is -9575.77497 Ha. The calculation puts the gap between HOMO and LUMO at 7.93 eV. As for the relative energy (zero: lowest compared OMol25 entry of this formula, charge and spin): 101.3 kJ/mol. Its net charge is +2.



Entry 3:
ORCA calculation (the ωB97M-V functional and the def2-TZVPD basis) on 5 unconnected molecules or ions with the total composition C20H50O10.

The geometry in XYZ format:
```
80
Properties=species:S:1:pos:R:3:forces:R:3:mulliken_charge:R:1
C 3.9007 0.5826 2.3072 -0.002 0.659 -0.005 -0.7046
O 2.9656 0.9193 1.2548 -0.659 0.320 0.345 -0.2227
C 1.7737 1.5695 1.6489 1.629 -0.468 0.197 0.4066
C 1.2532 2.5055 0.4874 -1.347 -0.213 -0.459 -0.1161
O 1.9876 3.6432 0.2861 0.372 0.642 0.490 -0.2961
C 3.2141 3.5262 -0.4218 -0.514 0.722 0.050 -0.2998
H 4.7115 -0.0025 1.8734 -0.324 0.033 -0.037 0.2832
H 3.3937 0.0694 3.1243 -0.138 -0.271 -0.201 0.2802
H 4.2923 1.5069 2.7320 0.148 0.130 -0.029 0.4062
H 1.8698 2.0303 2.6320 0.360 0.614 -0.119 0.6071
H 1.0473 0.7846 1.8598 -0.773 -0.108 -0.850 -0.4036
H 0.2575 2.8268 0.7933 0.043 0.127 0.448 0.3596
H 1.0622 1.9578 -0.4355 0.626 -0.539 -0.032 -0.0605
H 3.6986 4.4890 -0.5842 -0.579 0.352 0.353 0.2767
H 3.0345 3.1214 -1.4178 0.364 -0.913 0.336 0.1692
H 3.8287 3.0511 0.3429 0.662 -1.085 -0.503 0.2171
C -4.4063 -2.9404 1.1427 -0.142 -0.304 -0.051 -0.6615
O -3.2442 -3.7657 1.1927 0.094 0.296 0.527 -0.2673
C -3.1988 -4.9365 0.3530 -0.811 2.179 -0.070 -0.6906
C -2.5814 -4.5222 -0.9806 -0.345 0.492 -0.208 -0.0922
O -3.3599 -3.4602 -1.6531 1.216 -1.585 0.210 -0.2956
C -2.7262 -3.1227 -2.9017 -0.344 0.328 1.052 -0.6593
H -4.4137 -2.1987 1.9414 0.609 -0.207 0.290 0.2016
H -5.3009 -3.5373 1.3204 -0.174 -0.135 -0.277 0.3421
H -4.4982 -2.3674 0.2200 0.025 -0.328 -0.272 0.2510
H -4.2198 -5.2829 0.1928 -0.135 -0.177 -0.122 0.3522
H -2.6730 -5.6938 0.9346 0.355 0.020 -0.470 0.3134
H -2.4882 -5.4272 -1.5809 -0.094 0.032 -0.520 0.4106
H -1.5914 -4.0808 -0.8660 0.257 -0.263 0.365 0.0639
H -1.6554 -2.9364 -2.8193 0.286 -0.103 0.483 0.1891
H -3.1612 -2.1505 -3.1333 -0.217 -0.343 -0.713 0.2553
H -2.8220 -3.9212 -3.6375 -0.474 0.203 -0.218 0.3506
C -3.3676 2.4159 4.8909 -0.602 0.038 0.971 -0.8304
O -2.1350 1.7373 4.8692 0.500 1.724 0.446 -0.3061
C -2.1067 0.3777 5.0008 1.204 -1.613 -1.072 -0.4145
C -0.6462 -0.1094 4.8054 -0.268 0.355 0.132 0.1124
O -0.6324 -1.5127 4.6884 0.785 -0.362 0.541 -0.3697
C 0.7234 -1.9993 4.5946 -1.019 0.193 0.035 -0.3379
H -4.0047 2.2967 5.7671 0.270 -1.049 0.649 0.3223
H -4.0357 2.1093 4.0861 0.287 0.493 -0.585 0.3147
H -3.1632 3.4740 5.0547 0.196 0.102 -1.198 0.3011
H -2.6085 -0.0654 4.1406 -0.766 -0.459 0.246 0.1221
H -2.4305 -0.0155 5.9645 -0.475 0.087 0.002 0.3470
H -0.0096 0.2989 5.5904 0.066 -0.371 0.616 0.5189
H -0.1791 0.3071 3.9130 -0.263 0.379 -0.693 -0.2596
H 1.1308 -1.5674 3.6805 0.556 0.079 -0.054 -0.1362
H 0.7619 -3.0855 4.5128 -0.506 0.081 -0.111 0.2710
H 1.2990 -1.7472 5.4853 0.103 0.346 -0.038 0.3538
C -2.0318 0.3813 0.0291 -0.102 0.077 -1.818 -0.8941
O -0.7832 -0.2656 -0.2752 -0.273 0.513 1.366 0.2989
C -0.4949 -1.2192 0.7387 0.827 -1.221 -0.748 0.8618
C 0.9168 -1.8398 0.6091 0.253 -0.617 -0.277 -0.4636
O 1.3201 -2.6081 -0.5353 -0.977 1.513 -0.705 -0.4878
C 1.2175 -1.8482 -1.7838 -0.290 -0.498 1.234 -0.4804
H -2.1234 1.1779 -0.7093 0.132 0.272 0.128 0.2660
H -2.1626 0.8104 1.0226 0.435 -0.282 0.269 0.2996
H -2.8644 -0.2717 -0.2323 -0.061 -0.354 0.477 0.1922
H -1.2190 -2.0338 0.7438 -0.337 -0.071 -0.187 -0.1287
H -0.5500 -0.7849 1.7369 0.028 0.310 0.297 -0.5559
H 1.0206 -2.5836 1.3992 -0.198 0.197 0.332 0.2704
H 1.6902 -1.0894 0.7726 0.093 0.372 -0.028 0.3017
H 1.5708 -0.8235 -1.6690 0.735 0.023 0.144 0.1751
H 0.1697 -1.6692 -2.0249 -0.059 -0.592 -0.366 0.0369
H 1.7858 -2.4226 -2.5154 -0.260 0.262 -0.067 0.3799
C 0.2571 1.2349 -3.7516 -1.595 -0.272 -0.145 -0.5661
O 0.0463 2.2565 -4.7004 1.044 0.366 0.881 -0.3759
C 1.0646 2.4353 -5.6419 0.584 -0.119 -2.009 -0.7234
C 2.3618 3.2110 -5.2332 -1.242 0.060 0.121 0.0505
O 3.4306 3.0831 -6.1416 -0.570 -0.651 -0.234 -0.3556
C 4.6071 3.7223 -5.7496 1.001 0.180 0.549 -0.7401
H 0.9817 1.3900 -2.9522 0.368 0.383 -0.157 0.0146
H 0.4166 0.2646 -4.2220 0.415 -0.060 -0.199 0.4080
H -0.7361 1.1655 -3.3079 0.119 -0.206 0.495 0.2862
H 0.5435 2.9125 -6.4718 0.285 0.550 0.017 0.3444
H 1.3409 1.4871 -6.1030 0.341 -0.466 0.320 0.4035
H 2.6134 2.8285 -4.2440 0.404 0.123 0.355 -0.0031
H 2.0737 4.2614 -5.1894 0.118 0.249 0.447 0.3256
H 4.4940 4.7551 -5.4199 -0.431 0.332 -0.405 0.3098
H 5.3710 3.6635 -6.5249 -0.507 0.128 -0.419 0.2876
H 5.1252 3.2667 -4.9057 -0.327 -0.633 0.456 0.2873
```
Forces are in eV/Å.

Its spin multiplicity is 2. Its energy is -1543.79290 Ha. Its expectation value of S² is 0.76. The calculation puts the gap between HOMO and LUMO (spin up / spin down) at 9.07 / 2.86 eV. As for the relative energy (zero: lowest compared OMol25 entry of this formula, charge and spin): 452.7 kJ/mol. Its net charge is +1.



Entry 4:
ORCA calculation (the ωB97M-V functional and the def2-TZVPD basis) on a single C4H5NO molecule.

The geometry in XYZ format:
```
11
Properties=species:S:1:pos:R:3:forces:R:3:mulliken_charge:R:1
N -0.7799 1.2125 1.2276 0.101 -0.086 0.128 -0.5905
C -0.4176 0.2618 0.2062 -0.083 0.089 -0.255 0.6900
C -0.8562 -1.1715 0.2689 0.267 0.265 -0.425 -0.6650
O -0.0377 -1.7801 -0.5833 -0.153 -0.015 0.145 -0.1080
C 0.9713 -0.9360 -1.0804 0.310 0.226 0.156 -0.2924
C 0.8788 0.2773 -0.5470 0.262 -0.233 0.060 -0.5471
H -1.6282 0.8784 1.6808 0.133 0.111 -0.101 0.2746
H -0.0744 1.2897 1.9498 0.062 -0.146 -0.074 0.2522
H -0.9401 0.5362 -0.7373 -1.006 -0.097 0.218 0.1824
H 1.6062 -1.3786 -1.8329 0.017 0.049 0.165 0.4237
H 1.4436 1.1671 -0.7799 0.089 -0.165 -0.016 0.3801
```
Forces are in eV/Å.

Its spin multiplicity is 1. Its energy is -285.27893 Ha. The calculation puts the gap between HOMO and LUMO at 9.43 eV. As for the relative energy (zero: lowest compared OMol25 entry of this formula, charge and spin): 356.2 kJ/mol. Its net charge is 0.